# 1
{
  "formula": "C39H57ClF6IN2O15P2SSi",
  "method": "the ωB97M-V functional and the def2-TZVPD basis",
  "total_charge": 1,
  "lumo_energy_ev": -4.73,
  "gap_ha": 0.190,
  "elements": ["C", "C", "C", "C", "C", "C", "P", "S", "C", "P", "O", "I", "C", "C", "C", "C", "C", "C", "C", "C", "C", "Si", "C", "C", "C", "C", "C", "C", "C", "C", "C", "N", "C", "O", "F", "C", "O", "F", "N", "Cl", "H", "H", "H", "H", "H", "H", "H", "H", "H", "H", "H", "H", "H", "H", "H", "H", "H", "H", "H", "H", "H", "H", "H", "H", "H", "H", "H", "H", "H", "H", "H", "H", "H", "H", "H", "H", "H", "H", "H", "H", "H", "H", "H", "H", "H", "C", "C", "O", "C", "O", "O", "F", "H", "H", "H", "C", "C", "O", "C", "O", "O", "F", "H", "H", "H", "C", "C", "O", "C", "O", "O", "F", "H", "H", "H", "C", "C", "O", "C", "O", "O", "F", "H", "H", "H"],
  "positions_angstrom": [[3.080, -2.636, 3.586], [3.044, -3.053, 1.968], [2.520, -1.774, 1.101], [1.383, -2.075, -0.029], [0.270, -3.214, 0.351], [-1.218, -2.964, -0.361], [-0.650, -2.736, -2.211], [-0.574, -0.820, -2.723], [-2.138, -1.732, 0.298], [-2.000, -1.406, 2.166], [-0.338, -0.856, 2.470], [-2.212, -3.429, 3.542], [-3.560, -2.148, -0.396], [-4.887, -1.209, -0.258], [-5.310, -0.776, 1.261], [-4.760, 0.791, 1.458], [-4.807, 1.307, 3.013], [-4.344, 2.913, 2.970], [-2.784, 3.103, 2.489], [-2.565, 4.258, 1.338], [-1.556, 3.768, 0.107], [0.318, 3.779, 0.618], [0.774, 5.187, 1.850], [0.588, 2.102, 1.605], [1.527, 3.642, -0.911], [3.142, 3.816, -0.577], [4.276, 3.672, -1.769], [3.703, 3.356, -3.287], [2.088, 3.187, -3.651], [0.949, 3.333, -2.440], [-3.651, -3.771, -0.085], [-4.753, -4.288, -0.973], [-6.095, -4.383, -0.232], [-6.370, -3.805, 0.938], [-7.212, -5.135, -0.892], [-4.513, -5.690, -1.483], [-4.366, -5.844, -2.813], [-4.436, -6.901, -0.618], [-2.190, -4.163, -0.393], [-1.727, -5.584, 0.540], [2.552, -3.421, 4.274], [4.220, -2.531, 3.926], [2.588, -1.597, 3.803], [4.191, -3.238, 1.692], [2.503, -4.068, 1.766], [2.181, -0.862, 1.793], [3.472, -1.355, 0.514], [1.953, -2.267, -1.052], [0.780, -1.056, -0.183], [0.186, -3.413, 1.508], [0.675, -4.233, -0.121], [0.642, -3.328, -2.466], [-1.576, -3.336, -3.153], [-1.941, -0.657, -0.174], [-0.399, -0.187, 3.218], [-3.405, -2.164, -1.581], [-4.649, -0.199, -0.849], [-5.816, -1.676, -0.843], [-6.502, -0.721, 1.281], [-4.932, -1.504, 2.095], [-5.351, 1.519, 0.737], [-3.643, 0.770, 1.052], [-5.934, 1.187, 3.371], [-4.077, 0.701, 3.706], [-4.504, 3.300, 4.079], [-5.118, 3.531, 2.308], [-2.188, 3.476, 3.450], [-2.297, 2.058, 2.185], [-2.102, 5.205, 1.877], [-3.639, 4.524, 0.913], [-1.832, 2.634, -0.143], [-1.799, 4.405, -0.845], [0.137, 4.985, 2.838], [1.907, 5.104, 2.190], [0.479, 6.259, 1.475], [0.385, 2.212, 2.752], [1.697, 1.749, 1.448], [-0.104, 1.323, 1.057], [3.472, 4.028, 0.537], [5.416, 3.773, -1.485], [4.495, 3.253, -4.150], [1.692, 2.935, -4.731], [-0.216, 3.199, -2.644], [-3.786, -4.142, 1.015], [-1.988, -4.523, -1.372], [-0.244, 5.645, -7.927], [0.582, 6.005, -6.740], [0.927, 4.755, -6.187], [0.953, 3.895, -7.244], [1.472, 2.792, -7.216], [0.332, 4.423, -8.343], [-0.151, 6.686, -5.830], [-1.298, 5.483, -7.677], [-0.183, 6.397, -8.719], [1.492, 6.565, -6.979], [-3.814, 3.464, -10.066], [-3.844, 3.846, -8.626], [-4.132, 5.226, -8.657], [-4.863, 5.410, -9.791], [-5.526, 6.407, -10.024], [-4.770, 4.337, -10.634], [-2.629, 3.677, -8.058], [-2.839, 3.642, -10.532], [-4.094, 2.419, -10.225], [-4.606, 3.324, -8.038], [6.632, -5.391, 2.254], [7.594, -6.087, 3.154], [7.777, -5.172, 4.211], [6.606, -4.478, 4.285], [6.275, -3.794, 5.239], [5.844, -4.648, 3.162], [8.784, -6.269, 2.539], [7.124, -4.706, 1.555], [6.016, -6.092, 1.683], [7.229, -7.040, 3.552], [5.732, -3.043, 8.214], [6.694, -3.739, 9.115], [6.877, -2.824, 10.172], [5.706, -2.130, 10.246], [5.375, -1.446, 11.200], [4.944, -2.300, 9.123], [7.884, -3.922, 8.500], [6.224, -2.359, 7.516], [5.116, -3.744, 7.644], [6.329, -4.692, 9.512]]
}

***

# 2
{
  "formula": "C39H57IN7O5PS",
  "method": "the ωB97M-V functional and the def2-TZVPD basis",
  "total_charge": 0,
  "lumo_energy_ev": -0.48,
  "gap_ha": 0.266,
  "elements": ["C", "C", "P", "C", "C", "N", "I", "C", "C", "C", "C", "S", "O", "O", "O", "C", "C", "C", "C", "C", "N", "C", "C", "C", "N", "O", "C", "N", "C", "C", "O", "C", "C", "C", "C", "C", "C", "C", "C", "H", "H", "H", "H", "H", "H", "H", "H", "H", "H", "H", "H", "H", "H", "H", "H", "H", "H", "H", "H", "H", "H", "H", "H", "H", "H", "H", "H", "H", "H", "H", "H", "H", "H", "H", "H", "H", "H", "H", "H", "H", "H", "N", "C", "C", "C", "C", "H", "H", "H", "H", "H", "N", "C", "C", "C", "C", "H", "H", "H", "H", "H", "N", "C", "C", "C", "C", "H", "H", "H", "H", "H"],
  "positions_angstrom": [[3.147, 0.479, -1.074], [2.407, 0.171, 0.237], [0.732, -0.496, -0.143], [0.109, 0.443, -1.615], [0.545, -0.298, -2.908], [-0.347, -0.344, 1.254], [0.812, -0.527, 2.936], [-1.577, -1.237, 1.233], [-2.088, -1.407, -0.187], [-3.327, -2.306, -0.337], [-3.561, -2.492, -1.836], [-4.952, -3.548, -2.188], [-4.835, -4.081, -3.504], [-5.101, -4.464, -1.104], [-6.193, -2.547, -2.164], [-1.250, -2.602, 1.844], [-0.459, -3.491, 1.122], [-0.114, -4.727, 1.631], [-0.564, -5.038, 2.906], [-1.321, -4.085, 3.563], [-1.678, -2.905, 3.069], [-2.603, -0.476, 2.105], [-3.873, -1.261, 2.503], [-4.134, -1.321, 4.025], [-4.429, -2.711, 4.444], [-2.993, 0.682, 1.342], [-3.074, 1.881, 2.067], [-3.782, 1.664, 3.339], [-3.944, 2.845, 1.180], [-4.481, 2.144, -0.028], [-5.613, 1.773, -0.122], [-1.721, 2.472, 2.467], [-0.810, 3.063, 1.420], [-1.036, 3.112, 0.052], [-0.136, 3.729, -0.823], [1.043, 4.280, -0.342], [1.315, 4.206, 1.028], [2.621, 4.777, 1.528], [0.390, 3.621, 1.889], [4.194, 0.650, -0.837], [2.760, 1.389, -1.521], [3.085, -0.360, -1.761], [2.388, 1.093, 0.819], [2.971, -0.591, 0.757], [-0.956, 0.618, -1.586], [0.604, 1.411, -1.628], [-0.304, -0.347, -3.582], [1.346, 0.255, -3.380], [0.888, -1.297, -2.652], [-2.349, -0.451, -0.630], [-1.334, -1.834, -0.846], [-4.189, -1.755, 0.027], [-3.227, -3.260, 0.166], [-3.788, -1.507, -2.249], [-2.679, -2.847, -2.360], [-5.946, -1.686, -1.802], [-0.085, -3.224, 0.147], [0.486, -5.423, 1.067], [-0.341, -5.979, 3.382], [-1.657, -4.313, 4.568], [-2.116, -0.169, 3.024], [-3.850, -2.294, 2.198], [-4.731, -0.775, 2.043], [-3.254, -0.986, 4.568], [-5.005, -0.735, 4.296], [-5.259, -2.764, 5.011], [-3.643, -3.129, 4.912], [-4.737, 1.385, 3.147], [-3.776, 2.537, 3.846], [-4.803, 3.195, 1.741], [-3.389, 3.733, 0.887], [-3.807, 1.972, -0.884], [-1.872, 3.211, 3.251], [-1.165, 1.661, 2.937], [-1.921, 2.665, -0.372], [-0.373, 3.763, -1.875], [1.741, 4.735, -1.029], [3.420, 4.355, 0.920], [2.644, 5.850, 1.357], [2.816, 4.519, 2.562], [0.632, 3.601, 2.945], [5.833, -0.090, -4.185], [4.685, 0.415, -4.727], [5.031, 1.460, -5.546], [6.447, 1.588, -5.491], [6.910, 0.615, -4.647], [5.878, -0.862, -3.547], [3.725, -0.013, -4.490], [4.347, 2.065, -6.118], [7.052, 2.311, -6.012], [7.910, 0.366, -4.335], [4.730, -0.768, -7.822], [3.474, -1.243, -8.075], [3.544, -2.070, -9.166], [4.900, -2.096, -9.587], [5.604, -1.283, -8.736], [4.969, -0.132, -7.071], [2.639, -0.954, -7.459], [2.717, -2.597, -9.612], [5.310, -2.647, -10.417], [6.650, -1.030, -8.703], [1.099, 0.891, 6.298], [0.805, 0.180, 7.428], [1.490, 0.746, 8.470], [2.224, 1.845, 7.947], [1.960, 1.909, 6.605], [0.737, 0.696, 5.381], [0.137, -0.664, 7.394], [1.467, 0.411, 9.494], [2.870, 2.511, 8.494], [2.310, 2.587, 5.845]]
}

***

# 3
{
  "formula": "C39H59AsFeN6O4SSi3",
  "method": "the ωB97M-V functional and the def2-TZVPD basis",
  "total_charge": 1,
  "lumo_energy_ev": [-3.03, -4.40],
  "multiplicity": 6,
  "gap_ha": [0.276, 0.234],
  "elements": ["Fe", "O", "C", "O", "C", "C", "N", "N", "C", "C", "O", "O", "H", "H", "H", "C", "C", "C", "C", "C", "C", "C", "C", "N", "C", "C", "C", "C", "N", "C", "C", "C", "C", "C", "C", "C", "C", "H", "H", "H", "H", "H", "H", "H", "H", "H", "H", "H", "H", "H", "H", "H", "H", "H", "H", "H", "H", "H", "H", "H", "H", "C", "C", "C", "C", "N", "C", "S", "N", "H", "H", "H", "H", "H", "C", "Si", "C", "C", "As", "Si", "C", "C", "C", "Si", "C", "C", "C", "H", "H", "H", "H", "H", "H", "H", "H", "H", "H", "H", "H", "H", "H", "H", "H", "H", "H", "H", "H", "H", "H", "H", "H", "H", "H", "H"],
  "positions_angstrom": [[0.325, -0.680, 0.967], [-4.884, 1.633, 2.703], [-4.134, 1.418, 3.780], [-4.575, 1.475, 4.897], [-2.700, 1.093, 3.550], [-1.781, 0.997, 4.573], [-0.614, 0.630, 4.019], [-0.713, 0.465, 2.703], [-1.967, 0.736, 2.399], [-2.305, 0.656, 0.951], [-3.387, 1.089, 0.550], [-1.380, 0.178, 0.197], [-4.364, 1.501, 1.872], [-1.902, 1.169, 5.630], [0.277, 0.467, 4.466], [-1.770, -3.140, -2.344], [-0.397, -2.738, -2.829], [-0.121, -2.741, -4.192], [1.118, -2.355, -4.670], [2.095, -1.933, -3.780], [1.862, -1.914, -2.410], [2.932, -1.460, -1.462], [0.619, -2.347, -1.950], [0.352, -2.404, -0.534], [0.262, -3.553, 0.012], [0.585, -4.862, -0.644], [-0.194, -3.608, 1.461], [-0.594, -4.944, 2.012], [-0.215, -2.508, 2.092], [-0.666, -2.472, 3.462], [0.305, -2.466, 4.464], [1.769, -2.591, 4.127], [-0.130, -2.361, 5.780], [-1.482, -2.261, 6.080], [-2.420, -2.277, 5.062], [-2.028, -2.390, 3.730], [-3.066, -2.455, 2.635], [-2.521, -2.879, -3.089], [-2.035, -2.645, -1.409], [-1.842, -4.220, -2.186], [-0.900, -3.047, -4.883], [1.320, -2.371, -5.733], [3.063, -1.615, -4.148], [3.819, -1.140, -2.008], [3.230, -2.247, -0.764], [2.598, -0.611, -0.866], [0.987, -4.724, -1.642], [-0.300, -5.499, -0.703], [1.319, -5.395, -0.036], [-1.377, -5.390, 1.395], [-0.954, -4.857, 3.032], [0.256, -5.628, 1.997], [2.106, -1.806, 3.445], [1.983, -3.548, 3.642], [2.376, -2.538, 5.029], [0.605, -2.364, 6.576], [-1.806, -2.173, 7.110], [-3.476, -2.196, 5.294], [-3.927, -1.836, 2.886], [-3.434, -3.477, 2.507], [-2.678, -2.123, 1.672], [6.365, 1.160, -0.799], [5.635, 0.309, 0.196], [6.214, -0.802, 0.786], [5.431, -1.516, 1.672], [4.184, -1.167, 1.979], [3.718, -0.069, 1.377], [2.092, 0.478, 1.845], [4.382, 0.672, 0.489], [7.364, 0.779, -1.003], [6.445, 2.180, -0.421], [5.803, 1.203, -1.734], [7.229, -1.099, 0.564], [5.813, -2.408, 2.159], [-1.716, 4.190, 1.125], [-2.233, 4.104, -0.653], [-1.810, 5.676, -1.546], [-4.024, 3.751, -0.958], [-0.804, 2.397, -1.551], [-1.766, 1.401, -3.478], [-0.419, 0.578, -4.438], [-2.460, 2.854, -4.408], [-3.068, 0.217, -2.924], [1.442, 3.206, -1.837], [2.066, 3.615, -0.144], [1.419, 4.697, -2.944], [2.381, 1.819, -2.637], [-2.455, 4.737, 1.718], [-0.758, 4.711, 1.205], [-1.595, 3.201, 1.571], [-2.516, 6.441, -1.202], [-1.931, 5.576, -2.628], [-0.802, 6.033, -1.340], [-4.611, 4.223, -0.166], [-4.266, 2.688, -0.963], [-4.325, 4.193, -1.910], [0.228, 1.304, -4.934], [-0.870, -0.056, -5.208], [0.203, -0.059, -3.805], [-1.692, 3.610, -4.592], [-3.280, 3.323, -3.860], [-2.845, 2.520, -5.376], [-2.617, -0.735, -2.637], [-3.781, 0.041, -3.734], [-3.606, 0.597, -2.052], [1.992, 4.690, 0.046], [3.109, 3.308, -0.038], [1.517, 3.089, 0.638], [1.176, 5.602, -2.389], [0.719, 4.605, -3.778], [2.424, 4.816, -3.362], [2.028, 0.837, -2.314], [3.435, 1.905, -2.356], [2.311, 1.859, -3.727]]
}

***

# 4
{
  "formula": "C39H59N11PSbSi3Sm",
  "method": "the ωB97M-V functional and the def2-TZVPD basis",
  "total_charge": 1,
  "e_above_lowest_kcal_mol": 0.0,
  "lumo_energy_ev": [-2.33, -2.17],
  "multiplicity": 6,
  "gap_ha": [0.249, 0.255],
  "elements": ["Sm", "C", "N", "C", "C", "N", "C", "P", "C", "N", "C", "C", "N", "C", "C", "N", "C", "C", "N", "C", "H", "H", "H", "H", "H", "H", "H", "H", "H", "H", "H", "H", "H", "H", "H", "C", "Sb", "C", "C", "C", "C", "C", "C", "N", "Si", "C", "C", "C", "C", "C", "C", "C", "C", "C", "N", "Si", "C", "C", "C", "Si", "C", "C", "C", "H", "H", "H", "H", "H", "H", "H", "H", "H", "H", "H", "H", "H", "H", "H", "H", "H", "H", "H", "H", "H", "H", "H", "H", "H", "H", "H", "H", "H", "H", "H", "H", "H", "H", "H", "H", "H", "H", "N", "C", "C", "N", "C", "C", "N", "C", "H", "H", "H", "H", "H", "H"],
  "positions_angstrom": [[-0.775, 0.254, 0.160], [0.983, -1.337, -5.626], [0.076, -0.932, -4.569], [-1.221, -0.535, -4.724], [-1.674, -0.204, -3.479], [-0.675, -0.386, -2.564], [0.369, -0.827, -3.246], [2.008, -1.237, -2.571], [2.275, 0.352, -1.723], [1.454, 0.992, -0.905], [2.065, 2.178, -0.602], [3.255, 2.260, -1.260], [3.380, 1.101, -1.971], [4.532, 0.742, -2.775], [1.453, -2.288, -1.192], [0.729, -1.943, -0.141], [0.619, -3.071, 0.628], [1.276, -4.102, 0.029], [1.807, -3.600, -1.125], [2.504, -4.402, -2.112], [0.434, -1.393, -6.562], [1.790, -0.613, -5.733], [1.412, -2.314, -5.413], [-1.710, -0.530, -5.682], [-2.654, 0.127, -3.179], [1.610, 2.885, 0.068], [4.006, 3.031, -1.274], [4.915, 1.629, -3.274], [5.318, 0.316, -2.150], [4.252, 0.003, -3.520], [0.073, -3.085, 1.554], [1.394, -5.132, 0.318], [1.809, -5.091, -2.592], [2.948, -3.762, -2.869], [3.290, -4.982, -1.631], [-4.926, 1.913, 0.998], [-3.256, 1.720, 2.360], [-1.631, 2.439, 1.119], [-0.568, 2.772, 2.090], [-0.637, 3.868, 2.969], [0.349, 4.065, 3.908], [1.409, 3.162, 3.966], [1.425, 2.125, 3.060], [0.478, 1.926, 2.136], [-1.984, 3.829, -0.095], [-2.348, 3.070, -1.798], [-3.309, 5.122, 0.313], [-0.370, 4.811, -0.356], [-3.092, -0.864, 2.948], [-1.699, -0.979, 3.355], [-1.312, -1.376, 4.654], [0.010, -1.521, 4.988], [0.984, -1.276, 4.016], [0.561, -0.899, 2.768], [-0.732, -0.749, 2.419], [-4.353, -0.682, 4.388], [-3.731, 0.512, 5.737], [-4.850, -2.306, 5.237], [-5.971, 0.095, 3.776], [-3.534, -2.370, 1.847], [-2.636, -2.760, 0.202], [-5.373, -2.478, 1.448], [-3.058, -3.902, 2.894], [-5.703, 2.473, 1.519], [-5.308, 0.936, 0.721], [-4.626, 2.450, 0.103], [-1.489, 4.532, 2.894], [0.301, 4.900, 4.595], [2.194, 3.268, 4.702], [2.240, 1.408, 3.070], [-3.268, 2.485, -1.804], [-1.530, 2.411, -2.112], [-2.447, 3.855, -2.551], [-4.155, 4.697, 0.857], [-3.693, 5.575, -0.602], [-2.892, 5.923, 0.927], [0.274, 4.326, -1.093], [0.197, 4.925, 0.570], [-0.590, 5.814, -0.725], [-2.077, -1.620, 5.376], [0.296, -1.839, 5.982], [2.037, -1.398, 4.229], [1.296, -0.722, 1.986], [-2.659, 0.454, 5.921], [-4.240, 0.307, 6.681], [-3.959, 1.542, 5.457], [-4.001, -2.916, 5.547], [-5.474, -2.915, 4.583], [-5.436, -2.076, 6.129], [-5.918, 1.185, 3.823], [-6.799, -0.221, 4.412], [-6.214, -0.184, 2.751], [-3.304, -2.594, -0.640], [-2.327, -3.806, 0.193], [-1.744, -2.151, 0.036], [-5.676, -1.696, 0.750], [-6.004, -2.415, 2.336], [-5.569, -3.440, 0.969], [-2.190, -3.706, 3.528], [-2.813, -4.749, 2.253], [-3.871, -4.216, 3.547], [-4.072, -0.144, -1.177], [-3.029, 0.038, -0.708], [6.383, 0.784, 2.267], [5.452, -0.121, 1.626], [5.679, -1.436, 1.313], [4.547, -1.870, 0.686], [3.631, -0.851, 0.598], [4.210, 0.178, 1.176], [6.725, 0.377, 3.218], [5.889, 1.736, 2.450], [7.252, 0.953, 1.632], [6.601, -1.933, 1.558], [4.323, -2.853, 0.304], [3.765, 1.152, 1.293]]
}